Entry 1:
Molecular formula: C13H45N5O8
Method: DFT, ωB97M-V with the def2-TZVPD basis set

SMILES: COC[C@H](C)N.COC[C@H](C)N.COC[C@H](C)N.NC(N)=O.O.O.O.O
Maximum force: 0.027 hartree/bohr
Kohn-Sham gap: 9.4 eV
Highest occupied orbital energy: -9.2 eV
2S+1: 1

Each line ends with the Löwdin charge.
Element x y z (Å)
C  5.356703  2.348308  2.481823  -0.11
O  4.630422  2.318815  3.688527  -0.19
C  3.723486  1.239292  3.780007  -0.22
C  2.544624  1.349582  2.817735  -0.41
C  1.966703  2.772297  2.889357  -0.03
N  1.519302  0.327971  3.191351  0.04
H  6.150979  3.080781  2.636944  0.09
H  4.765284  2.736730  1.641368  0.09
H  5.784461  1.385410  2.187411  0.09
H  4.276484  0.300217  3.652220  0.11
H  3.320718  1.288805  4.796440  0.13
H  2.856674  1.103064  1.801218  0.12
H  2.161453  3.175376  3.891076  0.08
H  0.879260  2.822251  2.819890  0.07
H  2.426279  3.431014  2.155598  0.08
H  1.104881  0.589183  4.084885  0.09
H  0.768221  0.533824  2.532637  0.04
C  -4.308389  -0.568351  -6.067932  -0.11
O  -3.165880  -0.173923  -5.348329  -0.20
C  -2.051106  0.048273  -6.183950  -0.23
C  -0.853624  0.466713  -5.337991  -0.44
C  -0.403176  -0.616491  -4.377642  -0.06
N  -1.061177  1.752998  -4.670289  0.05
H  -4.055845  -1.180668  -6.931455  0.08
H  -4.858083  0.335466  -6.375062  0.09
H  -4.994867  -1.063833  -5.381824  0.09
H  -1.838909  -0.803784  -6.840432  0.12
H  -2.288164  0.921678  -6.815670  0.13
H  -0.069270  0.593682  -6.095832  0.14
H  0.456406  -0.331669  -3.781450  0.07
H  -0.239110  -1.521314  -4.973598  0.08
H  -1.223393  -0.920386  -3.717596  0.07
H  -1.965481  1.675515  -4.212011  0.08
H  -1.100402  2.495720  -5.356931  0.08
C  -0.850579  -2.934883  2.779067  -0.09
O  -2.066244  -2.200026  2.698946  -0.18
C  -1.825944  -0.812177  2.661236  -0.23
C  -3.130327  -0.132755  2.298865  -0.40
C  -3.626532  -0.457581  0.890052  -0.04
N  -3.041698  1.336273  2.523457  0.03
H  -0.430967  -2.982896  1.767428  0.08
H  -1.097330  -3.942861  3.106261  0.08
H  -0.132671  -2.492223  3.473543  0.08
H  -1.521578  -0.497209  3.668468  0.13
H  -1.074342  -0.518038  1.916430  0.09
H  -3.892284  -0.507432  2.994893  0.13
H  -2.825960  -0.706335  0.194394  0.07
H  -4.164551  0.398328  0.468086  0.07
H  -4.394575  -1.230342  0.895541  0.08
H  -3.702564  1.793183  1.898876  0.07
H  -3.438843  1.581766  3.425017  0.08
N  0.361350  -1.878228  -0.923069  0.18
C  0.966670  -0.999001  -0.061262  -0.62
N  2.191743  -1.408950  0.400383  0.19
O  0.424174  0.028544  0.317367  -0.01
H  -0.551905  -1.624498  -1.243019  0.10
H  0.931020  -2.636986  -1.255453  0.06
H  2.423004  -1.035635  1.301349  0.05
H  2.607370  -2.246195  0.035128  0.09
O  1.796404  -4.567885  -0.954877  -0.05
H  2.091490  -5.417315  -1.295257  0.05
H  1.819283  -4.665276  0.002838  0.05
O  3.371605  -2.145942  3.322642  -0.08
H  3.269521  -2.536934  4.194395  0.04
H  2.895365  -1.301413  3.376613  -0.03
O  0.234866  3.025449  -1.950986  -0.08
H  -0.482625  3.137831  -2.579226  0.00
H  -0.193103  2.697475  -1.146009  -0.02
O  -1.037930  2.360400  0.574314  -0.08
H  -1.733863  1.964362  1.122512  -0.01
H  -0.382912  1.642860  0.520563  -0.01

Force components x, y, z for each atom (eV/Å):
0.09 0.77 -0.22
0.00 -0.26 -0.06
0.13 0.09 0.00
-0.68 0.20 0.46
0.17 0.07 0.58
0.33 0.51 -0.33
0.12 -0.22 -0.03
-0.15 -0.21 0.08
-0.03 -0.11 0.22
-0.14 -0.05 0.01
0.07 -0.11 0.02
-0.02 0.10 -0.06
0.24 0.08 -0.16
0.02 -0.27 -0.61
-0.11 0.12 0.03
0.27 -0.02 0.12
-0.01 -0.59 -0.09
-0.57 0.95 0.43
0.32 -0.73 0.15
-0.31 0.99 0.14
0.43 0.08 -0.60
-0.84 -0.60 -0.18
-0.15 -0.51 0.11
-0.11 -0.18 -0.02
0.15 -0.15 -0.43
0.22 -0.38 -0.05
-0.01 -0.17 0.18
0.09 -0.22 -0.25
0.17 0.16 0.25
0.12 0.01 -0.09
0.48 0.05 0.14
0.04 0.36 0.14
0.01 0.36 0.02
-0.18 0.03 0.03
-0.49 -0.02 -0.51
0.36 -0.20 0.08
-0.37 0.31 0.06
-1.10 0.22 0.60
-0.34 0.37 -0.21
-0.29 0.01 -0.38
0.35 -0.03 0.16
-0.02 -0.02 0.03
0.00 0.11 -0.01
0.20 0.23 -0.10
0.08 -0.24 0.15
0.13 -0.23 -0.05
0.03 -0.11 0.05
0.22 0.11 0.02
0.39 -0.35 0.06
0.17 -0.10 -0.17
0.49 -0.18 0.21
0.84 0.82 0.79
-0.02 -1.06 -0.29
-0.64 0.62 -0.49
-0.03 0.19 0.26
0.02 -0.15 -0.47
-0.63 -0.34 -0.36
0.40 -0.18 0.11
0.11 -0.07 0.36
0.07 0.08 0.11
0.03 0.02 -0.09
-0.07 -0.03 0.05
0.10 -0.01 -0.07
0.02 -0.02 0.02
-0.37 -0.06 0.06
0.14 0.02 0.19
0.06 -0.20 -0.15
-0.11 0.26 -0.12
0.17 -0.27 0.04
0.08 0.27 0.19
-0.13 0.07 -0.05

---

Entry 2:
Molecular formula: C12H29N4O9PV
Method: DFT, ωB97M-V with the def2-TZVPD basis set

Energy relative to the best compared isomer or geometry (same formula, charge and spin): 0.0 kJ/mol
Maximum force: 0.080 hartree/bohr
Kohn-Sham gap (alpha / beta): 5.3 / 5.2 eV
Highest occupied orbital energy (alpha / beta): -6.0 / -6.5 eV
2S+1: 4

Each line ends with the Mulliken spin population.
Element x y z (Å)
O  -0.950257  -0.670231  -4.040800  0.04
H  -0.426153  -0.749304  -4.846455  0.03
V  0.182944  0.303793  -0.510618  2.01
N  1.467704  -1.130695  -1.152343  -0.17
N  -0.878770  -1.525625  -0.293271  0.01
N  0.714561  2.141296  -0.225699  -0.08
N  -1.478927  1.186016  0.294707  0.00
O  2.640166  -0.749577  -1.487077  -0.10
O  1.932198  2.579651  -0.791777  0.01
O  -2.585491  0.557846  0.779028  0.03
O  -2.052652  -1.742915  0.243974  0.07
C  -0.311085  -2.604732  -0.878698  0.00
C  0.955835  -2.352313  -1.454790  0.12
C  -0.203586  3.067178  0.082347  0.08
C  -1.442914  2.518714  0.510514  0.09
C  1.682299  -3.292760  -2.336462  -0.02
H  1.362989  -3.156162  -3.378592  0.02
H  1.474202  -4.327878  -2.058393  0.00
H  2.755552  -3.108422  -2.278148  0.00
C  -1.048703  -3.883396  -0.783312  0.01
H  -2.000554  -3.836419  -1.334136  -0.01
H  -1.271732  -4.107168  0.271397  0.00
H  -0.441136  -4.695223  -1.191253  0.00
C  0.122290  4.504147  0.080730  0.00
C  -2.473599  3.227960  1.324668  0.00
H  0.634884  4.825170  -0.826695  0.00
H  0.767673  4.760026  0.924764  0.01
H  -0.773655  5.119874  0.174611  0.00
H  -3.188898  2.500140  1.733623  0.00
H  -3.007052  3.981674  0.723213  0.00
H  -1.952789  3.741690  2.152431  0.00
H  2.204067  1.829095  -1.374000  0.01
H  -2.442868  -0.492685  0.577611  0.01
C  -2.753432  -0.445510  -3.268278  0.97
H  -3.072373  -1.268131  -3.922830  -0.04
H  -2.255389  0.536543  -3.433969  -0.02
H  -3.299751  -0.408208  -2.292383  0.03
O  0.174915  0.697625  -2.347948  -0.06
H  -0.390028  -0.258982  -3.313085  -0.02
H  -0.040009  1.634382  -2.514613  0.03
C  2.291034  1.917850  2.513886  0.01
O  1.065457  1.142752  2.590768  0.00
P  0.937264  -0.157974  1.655240  -0.06
O  -0.097064  -1.134941  2.370674  0.01
C  -0.794245  -0.761093  3.566353  0.00
O  2.386381  -0.823713  1.585021  0.01
C  2.689645  -2.104957  2.149707  0.00
H  2.031452  2.887357  2.944967  0.00
H  2.680855  2.068080  1.491478  0.00
H  3.047922  1.413139  3.124990  0.00
H  -0.083217  -0.478430  4.354791  0.00
H  -1.516090  0.048994  3.388189  0.00
H  -1.327802  -1.672583  3.853958  0.00
H  3.447729  -1.914449  2.917472  0.00
H  1.807787  -2.595761  2.596995  0.00
H  3.102420  -2.740749  1.357534  0.00

Force components x, y, z for each atom (eV/Å):
3.25 -1.32 -1.41
0.39 -0.10 0.01
-1.30 -2.88 -1.67
-0.51 -1.85 -0.23
1.20 -1.78 -1.47
-0.40 2.72 -0.45
-2.04 2.03 1.39
-0.06 0.17 -0.24
-0.79 0.03 0.31
1.02 1.40 -0.28
-0.91 0.64 0.66
-1.79 2.53 1.63
1.84 1.84 0.21
2.95 -1.04 -0.54
-0.58 -3.22 0.25
0.19 -0.24 -0.10
0.08 0.00 0.13
0.08 0.04 -0.07
-0.06 0.02 -0.03
0.20 -0.60 -0.30
0.24 0.07 0.26
-0.06 0.17 -0.33
-0.17 0.03 0.02
-0.22 0.92 -0.02
0.03 0.26 0.00
0.10 -0.26 0.01
0.07 -0.10 -0.03
-0.02 -0.15 0.03
0.30 0.35 -0.25
0.11 -0.24 0.27
-0.32 -0.09 -0.27
-0.13 0.14 0.44
0.35 -1.01 -0.40
-3.04 1.46 2.37
0.26 1.09 0.03
-1.56 -1.00 -0.41
0.39 -0.50 -0.48
0.43 1.65 0.55
-0.20 -0.21 -1.03
-0.06 -0.64 -0.27
0.01 0.03 0.27
0.39 -0.28 0.39
0.25 0.08 -0.95
0.74 0.67 0.56
-0.20 -0.41 0.56
-0.72 -0.23 0.81
0.40 -0.25 0.35
0.17 -0.14 -0.03
-0.40 -0.29 0.35
-0.09 0.26 -0.17
-0.28 -0.03 -0.20
0.31 -0.25 -0.11
0.02 0.33 0.07
-0.12 -0.37 -0.09
0.36 0.32 -0.24
-0.12 0.23 0.17

---

Entry 3:
Molecular formula: C23H20IrN3O3S5
Method: DFT, ωB97M-V with the def2-TZVPD basis set

Energy relative to the best compared isomer or geometry (same formula, charge and spin): 0.0 kJ/mol
Maximum force: 0.011 hartree/bohr
Kohn-Sham gap: 6.6 eV
Highest occupied orbital energy: -7.5 eV
2S+1: 1

Each line ends with the natural charge from an NBO analysis.
Element x y z (Å)
Ir  -0.079893  -1.155264  -2.134674  0.86
S  -5.604434  -4.981485  0.430800  -0.04
C  -4.342404  -4.168026  -0.214793  -0.57
S  -2.712689  -4.317644  0.367725  0.46
C  -1.978297  -3.181833  -0.735096  -0.44
C  -2.801935  -2.603044  -1.630630  -0.44
S  -2.215607  -1.484432  -2.823327  -0.07
S  -4.484086  -3.063414  -1.544645  0.47
S  -0.270560  -2.869494  -0.706219  0.03
C  -2.244130  -2.525903  3.488300  -0.26
O  -2.117459  -1.344242  4.266704  -0.49
C  -0.983946  -0.620626  4.120963  0.31
C  0.144199  -1.066858  3.432450  -0.26
C  1.235528  -0.227722  3.276528  -0.21
C  1.216007  1.062481  3.797254  0.00
C  0.128969  1.456183  4.575687  -0.19
C  -0.970309  0.635626  4.725326  -0.25
N  2.252650  2.042484  3.664132  -0.12
N  2.962962  2.159400  2.649605  -0.12
C  2.665721  1.471031  1.433749  0.01
C  3.712980  0.856734  0.789017  -0.15
C  3.535661  0.004846  -0.311438  -0.30
C  2.263688  -0.235272  -0.802016  0.34
O  1.973842  -1.050662  -1.782005  -0.72
C  1.196551  0.508596  -0.213939  0.14
N  -0.030373  0.298629  -0.780099  -0.38
C  -1.090243  0.946932  -0.337339  0.07
C  -0.974880  1.906712  0.677875  -0.25
C  0.236866  2.132817  1.269294  -0.11
C  1.368425  1.391582  0.862400  -0.09
H  -3.270654  -2.860509  3.605931  0.21
H  -1.566291  -3.308321  3.838335  0.18
H  -2.048193  -2.322007  2.433110  0.18
H  0.181060  -2.059048  3.006347  0.23
H  2.099890  -0.597603  2.741965  0.23
H  0.154388  2.436075  5.035836  0.23
H  -1.831730  0.946259  5.300989  0.23
H  4.703519  0.997195  1.204736  0.23
H  4.380629  -0.497974  -0.761575  0.23
H  -2.033577  0.708765  -0.806546  0.23
H  -1.858390  2.447388  0.985243  0.24
H  0.331510  2.872832  2.051814  0.24
C  0.089381  2.262942  -4.975904  -0.43
C  1.555160  1.823268  -4.981407  -0.43
C  1.498737  0.397035  -4.444559  -0.07
O  0.226160  0.302671  -3.739568  -0.57
C  -0.424315  1.589296  -3.722266  -0.06
H  -0.436393  1.876932  -5.850263  0.21
H  -0.032584  3.344055  -4.943554  0.23
H  2.142490  2.458435  -4.317076  0.21
H  2.004676  1.861649  -5.971588  0.23
H  2.294142  0.150059  -3.746124  0.22
H  1.467156  -0.352704  -5.234808  0.19
H  -0.122136  2.136183  -2.823742  0.18
H  -1.497439  1.408997  -3.696914  0.21

Force components x, y, z for each atom (eV/Å):
-0.05 0.01 -0.01
0.00 0.01 0.00
0.00 -0.02 -0.02
-0.02 -0.03 -0.01
0.05 0.01 0.00
-0.01 0.03 -0.03
0.09 -0.04 0.00
-0.01 0.01 0.01
-0.03 -0.02 0.00
0.02 0.00 0.01
-0.01 0.02 -0.01
0.00 -0.02 0.01
0.00 0.00 0.02
0.06 -0.04 0.07
-0.17 0.06 -0.05
-0.01 0.03 -0.05
0.01 0.00 -0.02
0.42 -0.30 0.14
-0.36 0.42 -0.08
0.08 -0.21 -0.01
0.00 -0.05 0.09
-0.02 0.00 0.00
0.03 0.04 0.02
-0.05 -0.01 -0.01
0.01 0.02 -0.05
-0.02 0.00 0.01
0.05 -0.02 -0.01
-0.02 0.01 0.01
-0.03 -0.03 0.02
0.03 0.10 -0.07
0.00 0.00 0.01
0.01 0.00 -0.01
0.00 0.02 0.01
0.00 0.00 -0.01
0.00 0.03 -0.04
-0.01 0.00 0.00
0.00 0.00 0.00
0.01 -0.03 0.00
0.00 -0.01 0.00
-0.01 0.00 0.01
0.00 0.00 0.00
0.00 0.00 0.00
0.00 0.00 0.00
0.00 -0.01 -0.01
-0.02 -0.05 -0.02
-0.01 0.06 0.07
0.03 0.00 0.01
0.00 0.00 0.00
0.00 0.00 0.00
-0.01 0.00 0.01
0.01 0.01 0.00
0.00 0.00 -0.01
-0.01 0.01 0.00
-0.01 0.01 0.00
0.00 0.00 -0.01